<1>
{
  "formula": "C4H14N2OS",
  "method": "ωB97M-V with the def2-TZVPD basis set",
  "species": ["H", "H", "N", "H", "H", "N", "O", "S", "H", "C", "H", "H", "H", "C", "H", "H", "H", "C", "H", "H", "H", "C"],
  "positions_angstrom": [[-0.3978, 1.9425, 1.8465], [2.9661, -2.4154, -0.3093], [1.9701, -2.1438, -0.3002], [0.8765, 1.6649, 0.5756], [0.5412, -2.1744, -1.5879], [1.0335, -0.0719, -1.1753], [-1.1526, -4.3070, 2.7206], [-0.9220, 3.2322, -0.1084], [-0.7339, 0.9870, -2.0080], [1.4510, -1.4762, -1.4706], [1.7316, -1.5755, 0.4938], [-1.1042, -3.3849, 2.9161], [-0.6308, -0.4591, 0.8446], [-0.2389, 1.7598, 0.7374], [-1.9810, 0.4266, 0.3760], [-0.8942, -0.8498, -1.6593], [2.0664, -1.3781, -2.3425], [-0.8641, 0.4598, 0.2440], [-0.2550, -4.6563, 2.5810], [-0.2108, 4.2009, 0.4015], [1.4337, 0.7678, -1.7721], [-0.4247, 0.1155, -1.1872]],
  "smiles": "NCNCCCS.O",
  "lumo_ev": 0.7,
  "orbital_gap_ev": 9.6675
}

***

<2>
{
  "formula": "C4H14N2OS",
  "method": "ωB97M-V with the def2-TZVPD basis set",
  "species": ["S", "H", "H", "H", "H", "N", "H", "H", "H", "H", "H", "C", "C", "H", "O", "H", "H", "H", "H", "C", "N", "C"],
  "positions_angstrom": [[2.6163, -0.4022, -0.8028], [1.7806, 1.8127, -0.5345], [-1.5393, -0.9747, -1.6207], [-2.4276, -0.0339, -0.4350], [-1.0288, -0.3857, 1.9822], [-0.4367, 0.4778, -0.5532], [-0.3790, -2.0591, 0.3664], [-0.1097, 1.7182, -2.2115], [1.8297, 0.9186, 2.0319], [2.3797, 1.4935, -2.1295], [-1.5379, -1.9046, 2.4156], [-1.4955, -0.5296, -0.6276], [0.3366, 0.8486, -1.7229], [-2.0416, -2.4186, 0.0921], [1.2566, 1.0145, 2.8101], [0.2616, 0.0196, -2.4113], [0.8468, 1.8739, 2.6669], [-0.7355, 1.2611, 0.0036], [1.6455, -1.0069, -0.1431], [-1.3494, -1.6342, 0.4093], [-1.6422, -1.1544, 1.7472], [1.7699, 1.0656, -1.3332]],
  "smiles": "NCCNCCS.O",
  "lumo_ev": 0.7,
  "orbital_gap_ev": 9.4191
}

***

Least stable = <1>